DFT (ωB97M-V/def2-TZVPD) results for C17H21ClCoN8O4 as an isolated structure.

Properties
Net charge: -2
HOMO level (alpha / beta) in eV: -2.16 / -2.27
2S+1: 4
Relative energy (zero: lowest compared OMol25 entry of this formula, charge and spin) in kcal per mole: 9.7
<S²>: 3.757
E_LUMO (alpha / beta) in eV: 4.74 / 4.74

Positions of all 52 atoms, in Å:
Co  0.2024  0.3039  -0.3801
Cl  -0.4458  1.8535  -1.9729
O  0.7233  -3.0176  1.9558
O  -2.0144  -0.0300  -0.1120
O  2.1375  0.4994  -0.7020
O  0.3664  -0.9012  1.3668
N  -6.3746  0.8335  -1.6065
N  1.8029  2.7668  3.0542
N  -0.5960  3.0973  3.1681
N  -4.0184  -2.7534  -1.6837
N  0.3888  2.0983  1.2013
N  -0.0172  -1.6090  -1.2063
N  0.7470  4.4461  1.6592
N  -3.2055  1.8611  -0.5306
C  -0.0580  -3.9165  -0.6121
C  1.5803  1.7832  1.9851
C  0.5581  3.4229  0.6214
C  -0.4115  4.4006  2.5466
C  -0.2705  -1.9505  -2.4622
C  -3.0533  0.4747  -0.5660
C  0.0884  -2.5749  -0.2845
C  -0.7611  2.1038  2.0960
C  -0.4475  -3.2604  -2.8641
C  0.4213  -2.1373  1.1421
C  -4.0453  -1.6403  -1.3673
C  -0.3457  -4.2720  -1.9146
C  3.0310  -0.4037  -1.1806
C  -5.3587  0.3161  -1.3840
C  1.9227  4.0811  2.4394
C  0.6188  2.7675  3.9036
C  -4.1488  -0.2853  -1.0863
H  -0.3263  -1.1371  -3.1749
H  2.7944  4.0826  1.7780
H  -0.4830  -5.3099  -2.1877
H  -3.9641  2.2075  -1.1036
H  -1.6670  2.3432  1.5326
H  2.0684  4.8355  3.2265
H  3.3553  -0.1438  -2.2115
H  0.5048  1.7738  4.3440
H  -0.8581  1.1101  2.5379
H  1.4347  3.4007  -0.0294
H  0.0551  -4.6508  0.1706
H  -0.2806  5.1506  3.3398
H  2.4404  1.7659  1.3147
H  -1.3085  4.6496  1.9713
H  0.7611  3.5000  4.7119
H  -2.3154  2.2934  -0.7663
H  -0.3133  3.6936  0.0217
H  2.6609  -1.4457  -1.2136
H  -0.6658  -3.4893  -3.8960
H  3.9461  -0.4236  -0.5498
H  1.4619  0.7918  2.4245

Mulliken atomic charge list, values in e, 8 entries: 0.32, -0.64, -0.85, -0.51, -0.34, -0.31, -0.72, 0.09

DFT (ωB97M-V/def2-TZVPD) results for C17H21F5N6PbS3 as an isolated structure.

Properties
Net charge: +2
HOMO level in eV: -14.34
Relative energy (zero: lowest compared OMol25 entry of this formula, charge and spin) in kcal per mole: 30.2
E_LUMO in eV: -8.26

Positions of all 53 atoms, in Å:
Pb  -0.0376  -0.6286  0.9104
S  -1.1416  -1.4915  2.9811
S  -3.5690  -0.3870  4.5062
S  1.5974  -1.7854  -0.5247
F  1.7707  -0.8363  -6.3936
F  -0.0656  -2.4700  -5.3986
F  3.6324  0.3304  -4.6890
F  -0.2100  -2.8510  -2.6048
F  3.4082  0.0663  -2.0778
N  -0.7541  1.1960  -1.1929
N  -2.0137  0.6331  1.1112
N  -2.1485  -1.7586  -0.4077
N  0.6444  1.4868  1.5816
N  2.0654  -1.1949  2.3562
N  -2.7851  0.6127  2.3126
C  0.6500  -2.0179  -3.1942
C  2.0451  1.8624  1.7607
C  -2.4802  -0.3115  3.1225
C  3.2446  -0.2551  2.5760
C  2.5582  -0.6387  -2.8597
C  -2.0411  1.5287  -1.0830
C  2.6485  -0.4665  -4.2492
C  -2.8555  -1.8683  5.3146
C  -0.0796  1.5637  -2.2990
C  1.7504  -1.0590  -5.1023
C  0.7437  -1.8888  -4.5499
C  -2.7401  2.2604  -2.0278
C  1.5761  -1.4235  -2.2757
C  -0.7823  2.1039  -3.3907
C  -2.7028  1.1555  0.1608
C  -2.0944  2.5495  -3.2733
C  2.7360  1.1516  2.8846
H  -2.6010  -2.1497  0.4253
H  1.7315  -1.3442  3.3521
H  -3.7421  2.5830  -1.8182
H  2.4807  -2.1074  2.0043
H  2.1893  2.9027  2.0637
H  0.1617  1.5719  2.4740
H  0.9976  1.3369  -2.4220
H  3.7457  -0.7007  3.3982
H  -2.0194  -2.6056  -1.0673
H  -2.6529  3.0959  -4.1231
H  -0.1675  2.2531  -4.3073
H  0.1688  2.1489  0.9712
H  -2.9807  -1.3841  -0.9026
H  -2.7151  -2.5375  4.4296
H  2.5192  1.6835  0.8387
H  -3.7450  1.4256  0.3392
H  3.7083  1.6800  3.2603
H  -1.9349  -1.6282  5.8329
H  2.0577  1.1370  3.7173
H  -3.6440  -2.2504  5.9123
H  3.8720  -0.2793  1.6365

Mulliken atomic charge list, values in e, 8 entries: 1.33, -0.31, 0.05, -0.27, -0.25, -0.27, -0.27, -0.35

DFT (ωB97M-V/def2-TZVPD) results for one molecule with the formula C17H21FN2O2.

Properties
Net charge: 0
HOMO level in eV: -8.87
SMILES string: O=C([C@H]1CC(=O)N(c2ccc(F)cc2)C1)N1CCCCCC1
Relative energy (zero: lowest compared OMol25 entry of this formula, charge and spin) in kcal per mole: 328.6
E_LUMO in eV: 0.00

Positions of all 43 atoms, in Å:
F  -0.7805  5.1784  3.4495
O  -0.6413  -3.8345  -0.2783
O  2.6667  0.8664  -0.0373
N  -0.9823  -2.1139  -1.3871
N  0.7538  0.2874  1.0857
C  -0.6711  1.4597  2.7816
C  -1.8871  -2.6646  -1.9777
C  1.7857  -1.3381  -0.0274
C  -0.3275  -2.7480  -0.5000
C  -1.4335  -3.4348  -3.1711
C  0.5921  -1.6694  -3.6633
C  -0.2021  -0.7953  1.3831
C  -0.6632  -2.4146  -4.3919
C  -0.4694  3.9738  2.8314
C  1.1028  2.7866  1.3926
C  0.5003  -1.8812  0.6596
C  0.4455  1.6768  1.5778
C  -1.1150  2.8909  3.2710
C  0.1371  -0.2716  -3.0404
C  1.6100  0.2532  0.2682
C  -0.7100  -0.5919  -1.7990
C  0.5868  3.8831  2.0320
H  -2.5411  -1.8915  -2.5815
H  1.7201  2.7531  0.6204
H  -0.7036  -3.9785  -2.9969
H  2.6995  -1.6359  0.1616
H  1.6869  -1.2947  -1.0967
H  1.1789  0.0888  -2.6486
H  1.1215  4.9878  1.6000
H  -0.3365  -2.9073  -5.3492
H  -2.0113  -3.9454  -3.8206
H  -0.9694  0.6083  3.0247
H  -1.1508  -0.7070  1.3792
H  0.9969  -2.6801  1.2155
H  1.0691  -1.3592  -4.5243
H  1.0639  -2.5068  -3.0534
H  -0.4634  0.4763  -3.7741
H  0.1473  -1.1124  2.5361
H  -1.6420  -0.1151  -1.8921
H  -2.4769  -3.4587  -1.4456
H  -1.9241  2.6490  4.1285
H  -1.4755  -1.6043  -4.7319
H  -0.1028  0.0392  -1.0276

Mulliken atomic charge list, values in e, 8 entries: -0.31, -0.61, -0.76, -0.16, 0.27, -0.88, -0.47, -0.71

DFT (ωB97M-V/def2-TZVPD) results for one molecule with the formula C17H21N3O3S.

Properties
Net charge: 0
HOMO level in eV: -8.51
SMILES string: Cc1cccc(OCc2nnc(SCC(=O)N3CCCCC3)o2)c1
Relative energy (zero: lowest compared OMol25 entry of this formula, charge and spin) in kcal per mole: 61.4
E_LUMO in eV: 0.68

Positions of all 45 atoms, in Å:
S  -1.3754  -3.0171  -1.7545
O  3.1473  -2.0096  1.1229
O  -0.7777  -0.2470  -1.9254
O  0.5951  -2.9478  0.0562
N  -1.2069  -1.8558  0.6758
N  -0.2743  -1.7057  1.6362
N  -2.6050  0.6258  -0.9496
C  -3.9219  0.5472  -0.3589
C  3.9890  -0.5199  -0.4703
C  -2.6475  -1.7151  -1.7039
C  -3.7948  0.4054  1.1593
C  -1.8664  1.7933  -0.4997
C  4.9860  0.9382  -2.2480
C  0.7775  -2.3501  1.2575
C  2.2637  1.4781  0.3142
C  2.0928  -2.4238  1.9535
C  -0.6588  -2.5815  -0.2545
C  -3.0369  1.6105  1.7110
C  -1.9195  -0.3755  -1.5275
C  3.0877  -0.7516  0.5653
C  2.2253  0.2572  0.9695
C  -1.6821  1.7246  1.0165
C  4.0310  0.7017  -1.1179
C  3.1505  1.7026  -0.7187
H  2.3237  -3.4637  2.2061
H  -4.4953  -0.2695  -0.7945
H  -3.1712  -1.7558  -2.6582
H  -2.4277  2.6907  -0.7798
H  -3.3164  -1.9520  -0.8816
H  -1.1501  2.6129  1.3594
H  -1.0828  0.8453  1.2560
H  2.0273  -1.8315  2.8751
H  -4.7857  0.3330  1.6095
H  1.5250  0.1122  1.7764
H  4.6495  -1.3235  -0.7579
H  3.1637  2.6577  -1.2228
H  5.7626  0.1781  -2.2679
H  -3.2338  -0.5033  1.3839
H  -3.6179  2.5206  1.5380
H  -4.4421  1.4830  -0.5967
H  -2.8942  1.5004  2.7866
H  -0.9017  1.7966  -1.0085
H  4.4512  0.9073  -3.1972
H  5.4514  1.9180  -2.1588
H  1.5856  2.2597  0.6237

Mulliken atomic charge list, values in e, 8 entries: -0.22, -0.49, -0.65, -0.31, 0.22, -0.77, 0.06, -1.05

For the records above, the corresponding calculated total energy values read -88234.357, -78233.914, -27748.891, -39417.503 eV.
For the records above, the corresponding max |F| values read 1.2, 2.9, 17.0, 1.5 eV Å⁻¹.